Record 1
{"formula": "C6H13N", "method": "ωB97M-V/def2-TZVPD", "symbols": ["C", "H", "H", "H", "H", "C", "H", "C", "H", "H", "C", "H", "C", "H", "C", "N", "H", "H", "H", "H"], "positions_angstrom": [[-1.68861, -0.14956, -1.51077], [-0.34286, -2.70706, 2.00363], [-2.53027, 0.52757, -1.76522], [0.93143, 2.00767, -1.35532], [0.45922, -0.14687, -1.62253], [-0.17316, 1.37323, 0.46322], [0.03660, -1.95184, 1.60855], [-0.35398, 0.51652, -1.81375], [-1.65292, -0.31231, -0.39912], [1.70012, -2.29765, 2.60603], [0.76571, 0.34861, 1.05096], [-0.73443, 1.83845, 1.24016], [-0.11019, 1.75798, -0.95549], [-0.85385, 2.47871, -1.15430], [0.57638, -0.89857, 1.53053], [1.83046, -1.36931, 2.22140], [-1.78716, -1.17118, -1.95236], [-0.31833, 0.77613, -2.88505], [1.72408, 0.78245, 1.30297], [2.52176, -1.40297, 1.38646]], "nbo_charge": [-0.6125, -0.1865, 0.2064, 0.2571, 0.2094, 0.0968, 0.0877, -0.3733, 0.2073, 0.3719, -0.4599, 0.2043, -0.5037, 0.2194, 0.0490, -0.8717, 0.2252, 0.2041, 0.3004, 0.3686], "homo_energy_ev": -6.50, "energy_ev": -7914.2743, "gap_ev": 4.49, "relative_energy_kj_mol": 825.8, "e_lumo_ha": -0.0740}

***

Record 2
{"formula": "C21H31N4", "method": "ωB97M-V/def2-TZVPD", "symbols": ["H", "H", "H", "H", "H", "H", "H", "C", "H", "H", "H", "H", "H", "H", "H", "C", "C", "H", "H", "N", "N", "H", "H", "C", "H", "C", "H", "C", "H", "H", "H", "H", "C", "C", "C", "H", "C", "C", "C", "N", "C", "N", "C", "H", "C", "C", "H", "C", "C", "H", "C", "C", "H", "H", "C", "H"], "positions_angstrom": [[2.15886, -2.88575, 0.69491], [2.71222, -1.30135, 0.87769], [0.58638, 6.64197, 1.68687], [-0.71457, 7.93094, -1.50591], [-3.64087, -2.32516, -0.91089], [-4.17441, -6.51782, 0.03875], [-0.62873, 7.74222, 0.96064], [-1.56210, -1.79163, -0.69458], [-5.17595, -4.77949, -2.29966], [1.00160, 8.39344, -1.55865], [-3.53473, -5.11588, 0.95407], [1.36792, -3.39999, 4.07367], [-0.82831, -5.56831, -1.21746], [1.06315, -3.97138, -0.95132], [-0.77357, 2.34274, -0.55199], [-0.19971, -2.20139, -0.78700], [2.45019, 3.48535, -0.63957], [2.09269, -0.95212, 4.25317], [3.00722, -3.76255, 3.47623], [0.58966, 6.69697, -0.40638], [-3.42137, -4.96091, -1.13227], [2.69391, 0.79762, -0.59193], [1.57844, -4.19925, 2.48710], [0.86434, 5.33079, -0.52115], [-5.12017, -5.01045, 0.12157], [0.87093, -1.24592, -0.76573], [-1.21877, 4.76219, -0.49628], [-4.15642, -5.19442, -2.36143], [3.00164, 5.58274, -0.59946], [-1.79917, -0.75285, -0.47372], [1.08950, 8.20247, 0.96232], [3.48367, 3.14004, -0.70461], [2.68170, -1.13228, 3.34751], [-2.35564, -4.05661, -1.05549], [-1.00628, -4.49875, -1.08285], [2.77023, -0.20232, 2.77445], [2.19642, 4.84369, -0.59782], [1.99157, -3.45383, 3.17416], [1.65047, 1.11397, -0.62120], [2.65655, -2.23036, 1.29284], [1.39353, 2.52420, -0.60720], [2.00382, -2.14046, 2.53656], [0.31221, 7.53648, -1.55288], [1.88419, -1.60366, -0.96735], [0.66265, 0.13575, -0.70667], [-2.60552, -2.67577, -0.89719], [0.43837, 6.96144, -2.47769], [0.39734, 7.35175, 0.87283], [-4.09950, -5.42146, 0.06436], [3.68955, -1.47246, 3.64649], [0.03569, -3.60028, -0.93360], [0.06553, 3.03562, -0.56578], [-4.24396, -6.27750, -2.53335], [-3.62668, -4.73369, -3.20432], [-0.19235, 4.39265, -0.53570], [-0.36336, 0.49097, -0.78710]], "nbo_charge": [0.3478, 0.3428, 0.2095, 0.1887, 0.2385, 0.2023, 0.1889, -0.1258, 0.1851, 0.1967, 0.2099, 0.2137, 0.2449, 0.2212, 0.2115, -0.0804, -0.1280, 0.2155, 0.1807, -0.5197, -0.5142, 0.2162, 0.1956, 0.2920, 0.1856, 0.0442, 0.2375, -0.3970, 0.2441, 0.2126, 0.1971, 0.2249, -0.4217, 0.2869, -0.2217, 0.1870, -0.2391, -0.4225, 0.0353, -0.6707, -0.0861, -0.2988, -0.3946, 0.2210, -0.3231, -0.2411, 0.2099, -0.3940, -0.3960, 0.1813, -0.1485, -0.1445, 0.2031, 0.2101, -0.2270, 0.2126], "homo_energy_ev": -10.14, "energy_ev": -28230.2252, "gap_ev": 4.60, "relative_energy_kj_mol": 330.0, "charge": 1, "e_lumo_ha": -0.2034}

***

Record 3
{"formula": "C10H11BaF10N2Sb", "method": "ωB97M-V/def2-TZVPD", "symbols": ["H", "H", "F", "C", "F", "C", "Ba", "F", "C", "F", "H", "C", "F", "N", "F", "H", "H", "C", "H", "F", "Sb", "H", "C", "H", "H", "C", "F", "F", "C", "C", "H", "H", "C", "F", "N"], "positions_angstrom": [[-4.15031, -2.35760, 0.14107], [-1.52020, -1.47008, 1.72387], [2.61140, 1.73908, -1.57669], [-2.32901, -0.30582, 0.07732], [0.48929, 2.12373, -0.22691], [3.86655, -0.06236, 1.91198], [0.74679, 0.27106, -1.61593], [2.97482, 0.76977, 3.90791], [1.19624, -0.66385, 1.06671], [4.65223, -0.94930, -0.12081], [-2.04955, 0.56065, -0.53884], [2.36412, -0.96352, 0.27617], [0.31988, 2.23545, -2.75939], [-2.52570, -1.40286, -0.85354], [2.44434, 3.97080, -0.14434], [-4.31810, -0.69257, -1.77926], [-3.24223, -3.36085, -1.00732], [3.63619, -0.66823, 0.67554], [-2.81201, -0.08142, -2.47332], [0.50692, 0.18291, 3.17925], [1.40631, 3.28253, -1.51443], [-1.20750, 0.24838, 1.83024], [2.78645, 0.20623, 2.72841], [-2.53704, -2.98126, 0.55241], [-3.30108, -1.75355, -2.77125], [1.49063, -0.09565, 2.34443], [2.28581, 4.05552, -2.94237], [0.04122, 4.52168, -1.35956], [-3.14949, -2.58101, -0.25370], [-1.25546, -0.58726, 1.13140], [-3.22093, -0.00082, 0.64869], [4.87207, 0.18493, 2.22422], [-3.28123, -0.96079, -2.02580], [2.19594, -1.54731, -0.95602], [0.01265, -0.86656, 0.49990]], "mulliken_spin": [-0.0012, 0.0384, 0.0006, 0.0037, -0.0009, 0.2345, 0.0124, -0.0096, -0.0293, -0.0061, 0.0035, 0.1386, 0.0002, 0.0077, -0.0001, 0.0011, -0.0005, -0.0392, -0.0008, 0.0252, -0.0004, 0.0049, -0.0870, 0.0020, -0.0001, 0.1910, 0.0000, 0.0000, 0.0012, -0.0298, 0.0056, 0.0105, -0.0013, 0.0030, 0.5221], "homo_energy_ev": [-12.26, -12.27], "energy_ev": -47931.2066, "gap_ev": [8.46, 5.97], "relative_energy_kj_mol": 145.6, "charge": 1, "s_squared": 0.7945, "multiplicity": 2, "e_lumo_ha": [-0.1396, -0.2313]}

***

Record 4
{"formula": "C29H31ClN4OPS2V", "method": "ωB97M-V/def2-TZVPD", "symbols": ["H", "H", "H", "H", "V", "H", "H", "H", "H", "H", "N", "C", "Cl", "C", "C", "H", "C", "H", "C", "H", "H", "C", "H", "H", "C", "C", "C", "C", "H", "H", "H", "C", "C", "H", "C", "C", "H", "C", "H", "H", "H", "H", "S", "H", "H", "P", "H", "C", "N", "C", "S", "H", "C", "N", "O", "C", "C", "C", "H", "C", "N", "C", "H", "C", "C", "C", "H", "C", "C", "C"], "positions_angstrom": [[-0.35985, -1.55724, 2.68398], [4.78159, -1.28714, 0.82890], [0.64202, -0.64594, 4.28549], [3.37993, -2.64493, 2.31403], [-0.37789, -0.30659, -0.24547], [-0.90322, 1.99029, 3.86337], [-1.36357, 3.92827, -0.78709], [-3.31282, -0.73963, -2.98984], [-2.54958, 5.03065, -2.65216], [3.99605, 3.36183, 0.99871], [-1.92291, -0.96650, -1.49558], [-3.19479, 3.18446, -3.53080], [-4.02440, 3.97524, -4.84294], [-1.72282, -2.80192, -0.06742], [-1.56900, -4.54298, 1.62440], [3.35734, 2.73988, 2.51379], [-2.59176, -0.26177, -2.32734], [-1.15447, 0.53463, 2.89674], [-2.90961, -4.53912, -1.88619], [3.51363, -0.14880, 2.54300], [2.27482, 0.02126, 4.37492], [0.49602, -0.42905, -3.37074], [2.57806, 1.77786, -0.30701], [1.93500, -2.01198, 3.10066], [1.34433, 3.20902, 0.66015], [-2.54251, 3.95208, -2.56814], [-1.88525, 3.33774, -1.52799], [-0.57189, 1.45642, 2.96845], [1.46221, 2.08146, 3.20001], [0.93525, 0.83456, 5.18100], [-0.81670, 2.05887, 2.09461], [1.21962, 0.27939, 4.28324], [0.44104, 0.91090, -3.77433], [-3.33476, -5.22583, -2.60721], [3.86791, -0.77475, 0.51641], [-1.94965, -4.14593, 0.31044], [4.36751, 1.71335, 1.49332], [1.03826, 1.97177, -3.03958], [-3.67655, 1.22134, -4.20418], [1.80190, 4.02581, 0.10159], [4.14916, 0.16895, 0.05477], [3.39170, -1.38160, -0.25243], [-0.08897, -1.71475, -4.25523], [-0.76576, -3.83176, 3.49834], [-2.95727, -2.86747, -3.24030], [1.50888, 0.51237, 1.38959], [1.88064, -2.47776, 1.40084], [-2.50830, 1.17606, -2.39709], [-1.07277, -1.88560, 0.75842], [2.94680, -0.61809, 1.73158], [1.28992, -0.68681, -1.77744], [-1.73337, -5.56146, 1.94976], [2.49938, -2.01283, 2.17052], [-0.75031, 1.62603, -5.94680], [-1.17520, 1.40859, -0.40072], [-2.14782, -2.34577, -1.31881], [0.92449, 1.14040, 3.05605], [-3.18476, 1.81700, -3.44588], [0.43337, 2.92578, 0.13989], [-0.79787, -2.30087, 2.03800], [1.52679, 2.85628, -2.47810], [-0.22225, 1.28566, -4.97874], [-2.71527, -6.03347, -0.36111], [2.32697, 2.03957, 0.72518], [-2.54992, -4.99661, -0.63058], [3.58542, 2.47054, 1.47861], [1.09055, 3.57431, 1.65971], [-1.83905, 1.93899, -1.41476], [-2.71770, -3.21060, -2.24357], [-1.02594, -3.58209, 2.47709]], "nbo_charge": [0.1837, 0.2037, 0.2017, 0.2073, 1.2778, 0.2044, 0.2229, 0.1891, 0.2215, 0.2187, -0.5330, -0.0751, -0.0196, 0.1311, -0.2707, 0.1920, 0.1939, 0.2059, -0.2162, 0.2088, 0.2077, -0.1879, 0.2694, 0.2067, -0.6200, -0.1858, -0.2498, -0.6104, 0.2168, 0.2084, 0.2373, -0.6026, -0.5324, 0.2064, -0.6146, -0.0674, 0.2063, 0.3485, 0.2293, 0.2294, 0.2162, 0.2376, -0.2360, 0.2000, 0.2240, 0.9174, 0.2268, -0.1344, -0.6755, -0.5067, -0.2584, 0.1994, -0.6060, -0.3943, -0.7961, 0.1555, -0.5086, -0.1683, 0.2520, -0.0481, -0.4362, 0.3352, 0.1996, -0.5188, -0.2104, -0.6118, 0.1819, 0.3604, -0.2303, -0.2093], "homo_energy_ev": [-3.21, -4.45], "energy_ev": -107758.1191, "gap_ev": [5.41, 6.50], "relative_energy_kj_mol": 47.0, "charge": -1, "s_squared": 3.8016, "multiplicity": 4, "e_lumo_ha": [0.0807, 0.0752]}

***

Record 5
{"formula": "C5H12O", "method": "ωB97M-V/def2-TZVPD", "symbols": ["C", "C", "H", "H", "O", "C", "H", "H", "C", "H", "H", "H", "H", "H", "H", "C", "H", "H"], "positions_angstrom": [[-0.31081, 1.05553, 0.21935], [-0.39763, -0.78205, 1.77076], [0.58928, -0.26588, -1.40403], [0.98735, -1.72912, 0.31532], [1.74847, 1.22919, -3.00555], [-1.08715, 0.52049, 1.40052], [-0.71860, -2.23595, 0.14525], [-0.95785, 1.21636, 2.25170], [-0.22537, -0.21000, -0.65659], [-1.18504, -0.33049, -1.19507], [-2.16718, 0.29445, 1.31167], [2.60421, 0.97411, -2.59215], [1.59678, 0.54989, -3.70110], [-1.00278, -1.49426, 2.36406], [0.55569, -0.62003, 2.30963], [-0.05922, -1.36966, 0.34581], [-0.70244, 1.89994, -0.37986], [0.73227, 1.29742, 0.50027]], "nbo_charge": [-0.4071, -0.4004, 0.2170, 0.1957, -0.9383, -0.4195, 0.2023, 0.2075, -0.4072, 0.1910, 0.2080, 0.4707, 0.4716, 0.2080, 0.1941, -0.4099, 0.2212, 0.1953], "smiles": "C1CCCC1.O", "homo_energy_ev": -10.76, "energy_ev": -7426.8011, "gap_ev": 11.58, "relative_energy_kj_mol": 49.2, "e_lumo_ha": 0.0299}